# 1
C35H44CsF10N3O3P as an isolated structure in a non-equilibrium geometry, computed with wB97M-V/def2-TZVPD.

Positions of all 97 atoms, in Å:
Cs  -2.081  1.067  -1.180
C  -3.594  -3.566  -0.978
N  -2.589  -2.519  -0.954
C  -1.759  -2.597  0.231
C  -2.508  -2.307  1.537
N  -3.012  -0.962  1.548
C  -4.282  -0.647  1.647
C  -5.456  -1.468  1.743
F  -5.367  -2.795  1.835
C  -6.729  -0.956  1.751
F  -7.768  -1.784  1.809
C  -6.953  0.414  1.722
F  -8.179  0.891  1.743
C  -5.858  1.272  1.709
F  -6.053  2.582  1.742
C  -4.589  0.759  1.680
F  -3.576  1.607  1.721
C  -1.764  -2.553  -2.155
C  -2.510  -2.097  -3.418
N  -3.041  -0.774  -3.234
C  -4.322  -0.516  -3.148
C  -5.480  -1.351  -3.304
F  -5.362  -2.648  -3.718
C  -6.769  -0.920  -3.065
F  -7.784  -1.790  -3.207
C  -7.047  0.383  -2.689
F  -8.317  0.784  -2.424
C  -5.978  1.266  -2.610
F  -6.208  2.551  -2.299
C  -4.698  0.838  -2.858
F  -3.703  1.771  -2.840
H  -4.268  -3.472  -0.129
H  -3.140  -4.574  -0.954
H  -4.197  -3.483  -1.879
H  -0.960  -1.860  0.132
H  -1.295  -3.598  0.330
H  -1.758  -2.368  2.333
H  -3.246  -3.085  1.725
H  -1.372  -3.573  -2.339
H  -0.910  -1.889  -2.006
H  -3.240  -2.857  -3.705
H  -1.760  -2.055  -4.219
O  -1.680  3.435  -0.427
O  -0.564  3.051  -1.005
O  1.565  -0.277  -0.949
P  2.564  0.093  0.089
C  3.831  1.194  -0.725
C  4.883  1.977  0.071
C  4.470  3.399  0.453
C  3.866  4.173  -0.718
C  2.715  3.396  -1.355
C  3.202  2.038  -1.840
C  1.578  0.478  1.621
C  2.158  0.321  3.029
C  2.802  1.598  3.555
C  1.759  2.717  3.592
C  1.225  2.982  2.186
C  0.687  1.722  1.512
C  3.480  -1.446  0.620
C  3.601  -2.460  -0.533
C  4.923  -2.418  -1.299
C  6.103  -2.509  -0.336
C  6.065  -1.312  0.610
C  4.777  -1.296  1.437
H  4.352  0.370  -1.226
H  5.774  2.043  -0.564
H  5.173  1.434  0.974
H  5.346  3.924  0.842
H  3.744  3.362  1.263
H  4.641  4.348  -1.474
H  3.519  5.149  -0.369
H  2.301  3.955  -2.196
H  1.895  3.258  -0.646
H  3.969  2.194  -2.609
H  2.382  1.482  -2.295
H  0.914  -0.381  1.453
H  2.848  -0.522  3.088
H  1.312  0.086  3.685
H  3.636  1.889  2.907
H  3.214  1.421  4.553
H  2.193  3.631  4.008
H  0.937  2.413  4.248
H  2.029  3.406  1.587
H  0.426  3.725  2.204
H  0.483  1.947  0.465
H  -0.272  1.472  1.981
H  2.720  -1.862  1.293
H  2.763  -2.310  -1.217
H  3.499  -3.466  -0.112
H  5.007  -1.494  -1.876
H  4.943  -3.242  -2.016
H  7.049  -2.532  -0.883
H  6.032  -3.437  0.241
H  6.149  -0.400  0.014
H  6.919  -1.332  1.292
H  4.751  -0.378  2.029
H  4.828  -2.130  2.146

The value obtained for the HOMO-LUMO gap (alpha / beta) is 4.0354 / 5.4808 eV. Its relative energy (zero: lowest compared OMol25 entry of this formula, charge and spin) is 0.233 eV. The molar mass is 908.614 g mol⁻¹. As for the net charge: -1. The total energy comes out at -3110.0655 Ha. Its highest occupied orbital energy (alpha / beta) is -3.6 / -3.6 eV.

Mulliken population analysis, charges in e, atoms 1 to 4:
1 Cs 1.097
2 C -1.026
3 N 1.023
4 C -0.114

=====

# 2
C35H44N9O9S2ScSe2Te2 as an isolated structure, computed with wB97M-V/def2-TZVPD.

Positions of all 104 atoms, in Å:
Sc  -0.034  -0.231  -0.055
Se  -2.714  -0.859  -0.310
Te  -2.445  -2.328  -2.347
Te  -0.772  -0.737  -3.715
Se  1.297  -0.817  -2.291
O  -0.363  -8.178  -2.689
C  0.743  -7.472  -2.360
O  1.825  -7.858  -2.696
C  0.526  -6.221  -1.568
C  1.478  -5.213  -1.673
C  1.336  -4.029  -0.973
C  0.251  -3.863  -0.119
C  -0.707  -4.867  -0.011
C  -0.572  -6.038  -0.735
N  0.062  -2.659  0.619
C  -0.199  -2.819  1.856
C  -0.708  -1.754  2.721
C  -1.068  -2.068  4.023
C  -1.711  -1.111  4.795
C  -1.993  0.113  4.220
C  -1.584  0.350  2.913
N  -0.936  -0.547  2.177
H  -1.157  -7.671  -2.483
H  2.326  -5.364  -2.328
H  2.043  -3.229  -1.110
H  -1.588  -4.703  0.598
H  -1.326  -6.809  -0.621
H  -0.144  -3.810  2.314
H  -0.868  -3.059  4.408
H  -2.008  -1.332  5.812
H  -2.533  0.888  4.745
H  -1.810  1.287  2.433
C  1.391  3.893  -0.658
O  1.137  2.563  -0.213
C  0.183  1.850  -0.955
O  -0.338  2.412  -1.892
H  2.236  4.262  -0.077
H  0.521  4.532  -0.492
H  1.629  3.911  -1.721
N  8.072  2.840  -2.210
C  7.583  2.693  -0.969
S  8.358  3.258  0.366
C  6.294  1.948  -0.893
C  6.010  0.899  -1.760
C  4.799  0.234  -1.630
N  3.883  0.557  -0.725
C  4.152  1.575  0.090
C  5.338  2.289  0.055
H  8.930  3.353  -2.329
H  7.513  2.631  -3.020
H  6.726  0.566  -2.501
H  4.547  -0.589  -2.290
H  3.364  1.841  0.784
H  5.526  3.102  0.743
C  1.613  1.937  3.175
N  2.315  0.669  3.305
C  3.181  0.518  4.463
C  3.420  -0.951  4.733
C  3.979  -1.591  3.480
N  3.130  -1.295  2.335
C  3.374  -2.098  1.148
C  2.327  -0.209  2.275
O  1.590  0.001  1.288
H  0.837  2.023  3.940
H  1.172  2.018  2.184
H  2.322  2.759  3.306
H  2.687  0.997  5.310
H  4.130  1.041  4.297
H  2.476  -1.430  5.004
H  4.115  -1.080  5.562
H  4.023  -2.677  3.584
H  4.999  -1.241  3.286
H  3.085  -3.136  1.325
H  4.437  -2.063  0.899
H  2.817  -1.691  0.311
C  -6.588  -0.349  3.070
C  -6.385  0.590  1.892
S  -5.935  2.211  2.476
O  -6.967  2.712  3.345
O  -4.583  2.136  2.982
C  -5.958  3.173  0.957
C  -5.076  4.429  0.930
N  -3.629  4.172  1.000
C  -2.984  3.235  0.244
N  -1.832  2.875  0.781
C  -1.670  3.652  1.882
C  -2.767  4.439  2.048
N  -2.998  5.370  3.097
O  -3.997  6.073  3.053
O  -2.175  5.396  3.994
C  -3.465  2.747  -1.076
H  -6.823  -1.346  2.699
H  -7.404  -0.007  3.706
H  -5.681  -0.414  3.670
H  -7.294  0.708  1.299
H  -5.570  0.260  1.242
H  -7.001  3.461  0.828
H  -5.686  2.487  0.157
H  -5.331  5.097  1.745
H  -5.280  4.955  -0.003
H  -0.795  3.618  2.510
H  -4.264  3.371  -1.475
H  -3.787  1.705  -1.019
H  -2.612  2.760  -1.757

The value obtained for the HOMO-LUMO gap is 5.3659 eV. Its relative energy (zero: lowest compared OMol25 entry of this formula, charge and spin) is 1.142 eV. The molar mass is 1257.001 g mol⁻¹. As for the net charge: 0. The total energy comes out at -9426.2014 Ha. Its highest occupied orbital energy is -6.5 eV.

Mulliken population analysis, charges in e, atoms 1 to 4:
1 Sc -1.137
2 Se -0.487
3 Te -0.247
4 Te -0.160

=====

# 3
C35H45AsN5O2PtS2 as an isolated structure, computed with wB97M-V/def2-TZVPD.

Positions of all 91 atoms, in Å:
Pt  -0.334  -0.152  0.192
C  -0.430  -1.859  5.555
C  -0.703  -0.368  5.422
N  -1.843  -0.070  4.551
C  -3.170  -0.004  5.184
C  -4.011  -1.253  4.969
C  -1.725  0.085  3.224
S  -0.114  -0.036  2.574
N  -2.871  0.376  2.599
C  -3.211  0.205  1.333
O  -2.560  -0.348  0.397
C  -4.572  0.704  0.963
C  -4.956  0.709  -0.376
C  -6.206  1.181  -0.741
C  -7.084  1.644  0.229
C  -6.710  1.635  1.566
C  -5.458  1.168  1.933
H  0.452  -2.025  6.174
H  -0.246  -2.304  4.576
H  -1.268  -2.377  6.021
H  0.174  0.153  5.042
H  -0.928  0.066  6.395
H  -3.686  0.872  4.795
H  -2.995  0.158  6.247
H  -4.219  -1.400  3.910
H  -4.963  -1.149  5.490
H  -3.514  -2.143  5.355
H  -4.268  0.338  -1.124
H  -6.499  1.186  -1.783
H  -8.061  2.011  -0.057
H  -7.396  1.992  2.323
H  -5.154  1.157  2.969
C  0.183  -0.943  -5.685
C  1.044  0.258  -5.322
N  1.958  -0.026  -4.216
C  2.948  -1.083  -4.463
C  2.618  -2.435  -3.846
C  1.968  0.590  -3.014
S  -0.816  0.385  -2.059
N  2.710  0.098  -2.087
C  2.857  0.356  -0.770
O  2.007  0.041  0.074
C  4.172  0.886  -0.315
C  4.351  1.159  1.039
C  5.540  1.713  1.481
C  6.553  1.997  0.572
C  6.379  1.722  -0.777
C  5.191  1.164  -1.222
H  -0.525  -0.656  -6.463
H  -0.383  -1.295  -4.821
H  0.777  -1.772  -6.070
H  0.387  1.084  -5.063
H  1.635  0.576  -6.184
H  3.906  -0.730  -4.076
H  3.044  -1.167  -5.545
H  2.707  -2.387  -2.762
H  3.325  -3.183  -4.210
H  1.612  -2.767  -4.108
H  3.547  0.938  1.730
H  5.681  1.925  2.532
H  7.481  2.433  0.919
H  7.168  1.943  -1.484
H  5.053  0.946  -2.272
C  -0.978  2.477  0.168
C  0.075  2.565  -0.670
C  1.288  3.225  -0.258
C  2.321  3.469  -1.134
C  2.316  2.956  -2.422
C  1.282  1.972  -2.907
C  -0.039  2.038  -2.089
C  3.382  3.219  -3.317
N  4.236  3.379  -4.077
H  -1.956  2.139  -0.154
H  -0.896  2.829  1.188
H  1.334  3.590  0.760
H  3.171  4.064  -0.822
H  1.032  2.270  -3.920
H  -0.705  2.705  -2.639
C  -1.813  -3.382  1.090
As  -0.220  -2.639  0.293
C  0.015  -3.596  -1.375
C  1.234  -3.271  1.399
H  -1.715  -4.461  1.197
H  -2.668  -3.137  0.465
H  -1.950  -2.922  2.068
H  0.162  -4.661  -1.206
H  0.887  -3.179  -1.877
H  -0.863  -3.445  -2.003
H  1.318  -4.355  1.341
H  1.045  -2.964  2.425
H  2.156  -2.804  1.056

As for the expectation value of S²: 6.05. The value obtained for the HOMO-LUMO gap (alpha / beta) is 7.0112 / 5.5627 eV. Its relative energy (zero: lowest compared OMol25 entry of this formula, charge and spin) is 0.827 eV. The molar mass is 901.912 g mol⁻¹. Its spin multiplicity is 5. As for the net charge: +1. The total energy comes out at -4936.1500 Ha. Its highest occupied orbital energy (alpha / beta) is -9.3 / -11.0 eV.

Mulliken population analysis, charges in e, atoms 1 to 4:
1 Pt 1.756
2 C -0.715
3 C -0.928
4 N 0.100

=====

# 4
C35H45BrN13O3PS as an isolated structure in a non-equilibrium geometry, computed with wB97M-V/def2-TZVPD.

Positions of all 99 atoms, in Å:
C  6.261  -4.456  -3.726
C  6.658  -3.326  -3.653
C  7.236  -2.000  -3.383
C  6.212  -0.881  -3.336
C  4.964  -0.981  -2.824
C  4.021  0.113  -2.754
C  2.669  -0.138  -2.117
C  1.926  -1.272  -2.890
O  0.512  -1.089  -2.998
C  0.062  -0.557  -4.154
C  -1.288  0.134  -4.036
O  0.607  -0.639  -5.222
C  4.368  1.359  -3.230
P  3.380  2.962  -3.210
O  3.188  3.198  -1.574
Br  1.274  2.582  -3.951
C  5.685  1.495  -3.806
N  6.182  2.637  -4.306
S  7.680  2.267  -4.798
N  7.772  0.689  -4.435
C  6.598  0.394  -3.867
H  6.128  -5.497  -3.917
H  7.916  -1.776  -4.210
H  7.807  -2.009  -2.450
H  4.645  -1.948  -2.438
H  2.073  0.763  -2.000
H  2.876  -0.500  -1.106
H  2.425  -1.491  -3.835
H  2.053  -2.167  -2.274
H  -2.038  -0.424  -4.601
H  -1.594  0.243  -2.996
H  -1.194  1.108  -4.514
H  3.645  2.483  -1.102
C  -1.648  -1.380  -0.150
C  -0.269  -1.016  0.168
N  0.817  -0.740  0.418
H  -2.271  -1.286  0.736
H  -2.036  -0.724  -0.927
H  -1.685  -2.407  -0.501
C  -4.158  1.575  1.636
C  -4.556  0.588  0.638
N  -4.869  -0.211  -0.125
H  -3.194  1.998  1.379
H  -4.898  2.374  1.685
H  -4.083  1.096  2.608
C  7.068  1.623  -0.433
C  5.742  1.124  -0.076
N  4.700  0.730  0.204
H  7.322  1.304  -1.443
H  7.076  2.711  -0.390
H  7.809  1.233  0.263
C  -1.890  -5.696  -1.277
C  -2.560  -5.012  -0.172
N  -3.085  -4.470  0.692
H  -2.120  -6.759  -1.246
H  -2.231  -5.285  -2.225
H  -0.813  -5.562  -1.196
C  -2.020  1.827  -8.066
C  -2.626  2.566  -6.960
N  -3.101  3.145  -6.090
H  -2.266  0.771  -7.983
H  -2.395  2.209  -9.014
H  -0.938  1.943  -8.037
C  -6.863  -0.282  4.524
C  -5.485  0.117  4.797
N  -4.398  0.423  5.008
H  -7.439  -0.284  5.444
H  -7.317  0.415  3.822
H  -6.882  -1.281  4.099
C  -8.632  -0.360  8.672
C  -9.246  -0.614  7.371
N  -9.723  -0.814  6.346
H  -7.604  -0.030  8.536
H  -9.189  0.412  9.199
H  -8.636  -1.272  9.265
C  -0.694  -0.521  4.498
C  -1.147  0.406  3.465
N  -1.484  1.135  2.646
H  -1.355  -1.385  4.534
H  0.318  -0.854  4.274
H  -0.703  -0.029  5.465
C  2.656  7.712  -1.891
C  2.924  6.373  -2.408
N  3.134  5.320  -2.811
H  2.389  8.378  -2.709
H  1.834  7.673  -1.179
H  3.543  8.099  -1.392
C  2.788  1.269  6.679
C  1.612  0.498  7.079
N  0.689  -0.106  7.393
H  3.316  1.621  7.563
H  3.456  0.644  6.089
H  2.482  2.125  6.082
C  -5.735  -4.347  3.806
C  -6.372  -3.763  4.987
N  -6.872  -3.307  5.914
H  -5.924  -5.418  3.778
H  -6.138  -3.892  2.902
H  -4.661  -4.175  3.840

The value obtained for the HOMO-LUMO gap is 6.9946 eV. The molar mass is 838.778 g mol⁻¹. As for the net charge: 0. The total energy comes out at -5611.6450 Ha. Its highest occupied orbital energy is -7.5 eV.

Mulliken population analysis, charges in e, atoms 1 to 4:
1 C 0.119
2 C -0.758
3 C -0.549
4 C 0.012